50
Properties=species:S:1:pos:R:3:forces:R:3 method="wB97M-V/def2-TZVPD" homo_lumo_gap_ev=7.801 multiplicity=1 charge=+1 homo_energy_ha=-0.391
Be -0.332 -0.144 0.366 -0.05 -0.04 -0.05
C 2.816 -0.557 5.786 0.01 0.00 0.01
C 1.757 -0.146 4.781 -0.03 0.00 0.03
N 2.235 -0.399 3.430 0.06 -0.03 -0.06
C 1.500 -0.350 2.314 -0.01 0.06 0.02
S -0.194 -0.007 2.437 -0.04 -0.01 0.02
N 2.140 -0.557 1.181 0.01 0.04 0.06
N 1.342 -0.508 0.064 0.03 -0.11 -0.11
C 1.959 -0.826 -1.028 -0.01 -0.01 0.01
C 3.411 -1.174 -1.004 0.00 -0.05 -0.04
C 1.237 -0.844 -2.323 0.03 0.01 0.04
C 1.676 -1.663 -3.363 -0.03 0.03 0.00
C 1.024 -1.601 -4.583 -0.01 0.02 0.01
C -0.028 -0.713 -4.736 0.02 -0.03 -0.02
C -0.411 0.039 -3.638 0.01 0.01 -0.02
N 0.186 -0.032 -2.451 -0.04 0.02 0.01
H 2.467 -0.358 6.798 0.00 0.00 0.00
H 3.740 0.005 5.639 0.00 0.01 -0.01
H 3.040 -1.621 5.706 0.00 0.00 0.00
H 1.508 0.912 4.897 0.00 -0.01 0.00
H 0.839 -0.714 4.939 0.01 0.01 0.01
H 3.221 -0.559 3.289 0.00 -0.01 0.02
H 3.946 -0.445 -0.399 0.00 0.00 0.00
H 3.830 -1.202 -2.005 0.02 0.01 0.01
H 3.562 -2.141 -0.517 0.01 0.02 0.02
H 2.507 -2.336 -3.219 0.00 -0.01 -0.01
H 1.344 -2.226 -5.406 0.00 -0.01 0.00
H -0.544 -0.605 -5.679 0.00 0.00 0.00
H -1.232 0.745 -3.717 -0.01 -0.01 -0.01
O -1.343 -1.448 0.032 0.07 -0.01 0.08
C -2.691 -1.367 0.569 0.01 -0.02 0.01
C -3.657 -0.751 -0.428 -0.04 -0.02 0.04
C -3.011 0.266 -1.371 -0.01 -0.01 -0.07
C -2.319 1.467 -0.780 -0.04 0.01 -0.03
C -2.868 2.729 -0.968 -0.01 0.00 0.00
C -2.193 3.857 -0.537 0.00 0.00 0.00
C -0.963 3.702 0.079 0.03 -0.06 0.01
C -0.488 2.422 0.269 -0.01 0.08 -0.02
N -1.143 1.326 -0.143 0.07 0.04 0.07
H -1.267 -2.049 -0.717 0.01 0.02 -0.06
H -2.576 -0.757 1.461 -0.03 0.00 0.00
H -2.990 -2.365 0.882 -0.02 0.02 -0.01
H -4.479 -0.301 0.133 0.01 0.02 0.00
H -4.101 -1.531 -1.050 0.01 0.00 0.00
H -3.786 0.636 -2.042 -0.01 -0.01 0.01
H -2.290 -0.255 -2.001 0.00 0.01 0.03
H -3.823 2.816 -1.467 0.00 0.00 -0.01
H -2.618 4.840 -0.686 -0.01 0.01 -0.01
H -0.385 4.547 0.423 0.00 0.01 0.00
H 0.448 2.246 0.782 0.00 0.02 0.00